1.
# C7H6N2O

C7H6N2O in the gas phase (wB97M-V/def2-TZVPD, OMol25).

Positions of all 16 atoms, in Å:
1 C 1.45 -1.18 -0.92
2 C -0.86 -1.49 -0.99
3 C -0.63 -0.38 -0.24
4 C -1.00 1.44 1.18
5 C 0.29 1.95 1.07
6 C 1.22 1.02 0.49
7 C 0.80 -0.10 -0.12
8 H 0.57 -2.49 -2.21
9 H -1.91 -1.71 -1.20
10 H -2.54 -0.15 0.72
11 H -1.66 2.09 1.63
12 H 0.42 2.87 1.79
13 H 2.30 1.09 0.74
14 N 0.42 -1.81 -1.52
15 N -1.54 0.34 0.59
16 O 2.68 -1.46 -1.02

## Properties
E_HOMO   -7.08 eV
LUMO level   0.23 eV
SMILES   O=c1[nH]cc2[nH]cccc1-2
Kohn-Sham gap   7.308 eV

2.
# C7H6N2O

C7H6N2O in the gas phase (wB97M-V/def2-TZVPD, OMol25).

Positions of all 16 atoms, in Å:
1 C 2.28 -0.48 3.25
2 C 1.69 -0.13 2.23
3 C -1.06 -0.20 -2.69
4 C -0.67 -0.85 -1.58
5 C -1.34 1.23 -1.11
6 C 1.45 0.34 0.97
7 C -0.37 -0.08 0.76
8 N -1.46 1.05 -2.40
9 N -0.84 0.10 -0.57
10 O 2.03 0.84 0.06
11 H 2.36 -0.76 4.21
12 H -1.13 -0.59 -3.79
13 H -0.37 -1.87 -1.57
14 H -1.36 2.01 -0.38
15 H -0.90 0.50 1.56
16 H -0.32 -1.12 1.06

## Properties
E_HOMO   -8.86 eV
LUMO level   -0.58 eV
SMILES   C#CC(=O)Cn1ccnc1
Kohn-Sham gap   8.280 eV

Quick one: least stable of them? 2

1.
# OS

OS in the gas phase (wB97M-V/def2-TZVPD, OMol25).

Positions of all 2 atoms, in Å:
1 O 0.00 0.00 -0.76
2 S 0.00 0.00 0.76

## Properties
E_HOMO   -8.91 eV
LUMO level   -2.48 eV
SMILES   O=S
Kohn-Sham gap   6.422 eV

2.
# OS

OS in the gas phase (wB97M-V/def2-TZVPD, OMol25).

Positions of all 2 atoms, in Å:
1 O 0.70 -0.26 -0.24
2 S -0.70 0.26 0.24

## Properties
E_HOMO   -9.13 eV
LUMO level   -2.70 eV
SMILES   O=S
Kohn-Sham gap   6.425 eV

Quick one: least stable of them? 2

1.
# CH3FS

2 unconnected molecules or ions with the total composition CH3FS (wB97M-V/def2-TZVPD, OMol25).

Positions of all 6 atoms, in Å:
1 C 0.39 0.10 0.45
2 F 1.27 0.99 -0.03
3 S -1.31 0.54 0.22
4 H 0.71 -1.24 -0.44
5 H 0.61 -0.16 1.47
6 H -1.19 0.85 -1.07

## Properties
E_HOMO   -9.45 eV
LUMO level   0.60 eV
Kohn-Sham gap   10.053 eV

2.
# CH3FS

2 unconnected molecules or ions with the total composition CH3FS (wB97M-V/def2-TZVPD, OMol25).

Positions of all 6 atoms, in Å:
1 C -0.08 -0.44 -0.01
2 F 0.17 -0.52 -1.33
3 S 0.93 0.74 0.90
4 H -1.57 0.04 0.02
5 H -0.20 -1.40 0.53
6 H 0.74 1.58 -0.11

## Properties
E_HOMO   -9.44 eV
LUMO level   0.71 eV
Kohn-Sham gap   10.145 eV

Quick one: least stable of them? 1

1.
# C4H11N3S

C4H11N3S in the gas phase (wB97M-V/def2-TZVPD, OMol25).

Positions of all 19 atoms, in Å:
1 C 1.34 -2.17 -0.18
2 C -1.22 0.18 -0.27
3 C -0.21 1.44 -0.46
4 C 0.25 1.36 1.14
5 H 1.66 -1.71 0.78
6 H 1.07 -3.36 0.03
7 H 2.30 -2.37 -0.64
8 H 0.31 -1.77 -1.93
9 H -1.24 -1.74 -0.06
10 H -2.49 1.15 0.57
11 H 0.54 1.09 -1.01
12 H -0.49 1.52 1.86
13 H 1.34 1.81 1.39
14 H 0.43 0.14 1.16
15 H -0.08 3.69 -0.29
16 N 0.40 -1.41 -0.93
17 N -0.62 -1.07 -0.28
18 N -2.42 0.23 0.18
19 S -0.88 2.99 -1.05

## Properties
E_HOMO   -8.79 eV
LUMO level   0.81 eV
SMILES   [H]/N=C(/NNC)[C@H](C)S
Kohn-Sham gap   9.600 eV

2.
# C4H11N3S

C4H11N3S in the gas phase (wB97M-V/def2-TZVPD, OMol25).

Positions of all 19 atoms, in Å:
1 C -0.89 -1.89 1.00
2 C -0.15 -0.87 0.19
3 C -0.86 0.19 -0.57
4 C -1.23 1.50 0.19
5 H -1.57 -2.53 0.35
6 H -0.23 -2.49 1.61
7 H -1.56 -1.43 1.80
8 H 1.61 1.22 -0.05
9 H -0.19 0.43 -1.45
10 H -2.80 -0.51 -0.48
11 H -2.44 -0.04 -1.98
12 H -1.97 1.24 0.95
13 H -1.67 2.14 -0.65
14 H -0.09 3.38 0.61
15 H 0.08 1.86 1.92
16 N 1.12 -1.09 0.36
17 N -2.00 -0.52 -1.16
18 N -0.02 2.15 0.80
19 S 2.25 -0.04 -0.47

## Properties
E_HOMO   -8.16 eV
LUMO level   0.48 eV
SMILES   C/C(=N/S)[C@@H](N)CN
Kohn-Sham gap   8.648 eV

Quick one: least stable of them? 1